# 1
C2H40O17S2 | wB97M-V/def2-TZVPD

Structure (XYZ):
```
61
Properties=species:S:1:pos:R:3:forces:R:3
C 3.337 -3.471 -1.427 -1.8 -1.1 -1.7
S 2.769 -4.806 -0.273 1.1 -0.6 -1.3
S 1.187 -4.229 0.736 -1.3 1.2 1.0
C -0.504 -4.598 0.096 0.3 -0.7 0.3
H 2.456 -2.809 -1.520 1.0 0.5 0.6
H 4.332 -3.099 -1.207 -0.3 0.4 0.4
H 3.339 -3.885 -2.478 0.3 0.0 1.1
H -1.010 -4.674 1.040 -0.3 0.1 0.8
H -1.082 -3.886 -0.469 0.5 0.6 -0.6
H -0.634 -5.592 -0.305 0.4 -0.3 -0.5
H 2.529 0.368 -0.906 0.6 0.3 0.9
H 3.367 1.506 -0.161 -0.4 -0.8 -0.3
O 3.275 0.992 -0.982 -0.1 0.0 -0.1
H 2.931 -2.088 2.790 0.7 1.0 0.8
H 4.325 -2.921 3.039 0.1 0.8 0.6
O 3.472 -2.847 2.629 -0.6 -1.8 -1.2
H -4.530 -1.154 0.613 -0.6 0.0 0.9
H -3.844 -0.338 1.700 -0.3 -0.1 0.1
O -4.658 -0.833 1.530 0.5 0.3 -0.3
H -3.482 -1.609 -0.732 -1.6 -0.1 -0.4
H -4.130 -2.840 -1.188 -0.8 0.2 0.1
O -4.417 -1.953 -0.897 2.8 -0.3 -0.4
H 0.365 0.950 -5.660 0.1 -0.2 -0.4
H 0.779 1.743 -4.439 -0.2 0.2 0.2
O 0.051 1.639 -5.078 0.1 0.0 0.2
H 1.738 -1.243 1.766 -0.3 1.1 -0.3
H 1.514 0.309 2.074 -0.5 -0.4 -0.1
O 2.151 -0.356 1.791 0.5 -0.7 0.1
H -3.110 3.427 1.474 0.9 -0.8 -0.9
H -2.995 2.744 2.714 0.7 -1.1 -0.7
O -2.683 2.590 1.783 -1.3 1.6 1.7
H -1.203 -1.090 -3.038 -0.4 0.0 -0.3
H 0.077 -1.877 -2.952 -0.1 -0.1 0.2
O -0.728 -1.695 -2.453 0.6 -0.2 0.5
H -1.089 4.349 0.158 0.4 -0.9 0.3
H -1.871 5.404 -0.337 -0.8 0.1 0.6
O -1.863 4.833 0.455 0.2 1.4 -0.8
H -1.277 0.527 0.671 0.9 -0.5 -0.5
H -0.530 -0.483 -0.244 -0.2 -0.5 -0.2
O -0.490 0.408 0.090 -0.3 1.0 0.5
H -0.042 3.383 2.453 -0.1 -0.1 -0.3
H 0.001 4.879 2.343 0.7 -0.7 -0.4
O 0.536 4.079 2.121 -0.6 0.6 0.6
H -0.359 2.297 -1.297 0.2 -0.3 -0.2
H -1.411 2.507 -0.229 0.0 -0.1 -0.6
O -1.168 2.778 -1.131 -0.2 0.5 0.5
H -2.012 0.479 -4.213 -0.1 -0.2 0.0
H -1.841 -0.501 -5.319 0.1 -0.2 -0.4
O -2.175 -0.457 -4.426 -0.1 0.7 0.4
H 3.739 2.631 3.008 0.3 0.1 -0.5
H 2.215 2.998 2.889 0.5 0.2 0.0
O 2.905 2.630 3.464 -0.9 -0.2 0.4
H 2.344 2.947 -2.728 0.3 0.3 0.0
H 1.907 1.657 -2.109 0.6 -0.6 0.8
O 1.720 2.236 -2.828 -1.1 0.5 -1.3
H -1.539 -1.204 2.743 0.4 -0.2 0.4
H -1.049 -2.132 1.554 0.4 -0.5 0.4
O -1.579 -1.386 1.809 -0.9 0.5 -0.7
H 0.517 0.407 4.096 -0.6 0.2 -0.2
H -0.262 1.660 3.733 -0.1 -0.2 0.1
O -0.311 0.698 3.663 0.8 0.0 0.3
```
Forces are in eV/Å.

## Properties
charge = 0
orbital gap = 8.806 eV
calculated total energy = -59200.4741 eV

# 2
C50H54F4N5OS3V | wB97M-V/def2-TZVPD

Structure (XYZ):
```
118
Properties=species:S:1:pos:R:3:forces:R:3
V -0.086 -0.008 -0.228 0.6 1.1 -0.3
C 4.689 -4.314 -0.369 0.0 0.0 0.1
C 3.986 -3.762 0.877 0.0 0.0 -0.1
C 2.628 -3.223 0.565 -0.4 -0.4 0.2
C 1.438 -3.887 0.597 0.5 0.0 0.0
C 1.184 -5.330 0.893 0.0 0.1 -0.2
C 1.057 -6.144 -0.403 0.0 0.1 0.1
C 0.412 -2.938 0.238 -0.3 0.0 -0.1
C -0.938 -3.249 0.135 0.2 0.0 0.0
C -1.885 -2.261 -0.175 0.4 -0.2 0.1
C -3.326 -2.575 -0.360 -0.4 0.3 -0.2
C -3.748 -4.019 -0.264 0.1 0.0 -0.2
C -3.320 -4.795 -1.519 0.0 0.0 0.1
C -4.208 -1.605 -0.686 0.4 -0.1 0.2
C -3.653 -0.251 -0.850 -0.3 0.1 -0.5
C -3.017 0.208 -1.915 -0.1 0.2 0.2
C -2.210 1.429 -1.811 -0.1 0.2 0.2
N -0.883 1.371 -1.498 0.0 -0.1 -0.4
C -0.461 2.692 -1.453 -0.3 0.3 -0.2
C 0.845 3.087 -1.148 0.1 -0.3 0.1
C 1.860 2.264 -0.733 0.0 0.6 -0.1
N 1.729 0.911 -0.500 0.8 -0.2 0.0
C 2.970 0.461 -0.229 0.0 0.7 -0.2
C 3.270 -0.871 0.070 -0.4 -0.7 0.1
C 2.331 -1.862 0.189 0.7 0.6 0.0
N 0.972 -1.703 0.002 -0.1 -0.1 0.1
C 3.937 1.537 -0.276 -0.1 -0.1 -0.1
C 3.235 2.667 -0.562 0.0 -0.1 -0.2
C 3.757 4.061 -0.690 -0.1 0.0 0.2
C 3.896 4.733 0.682 0.1 0.0 -0.1
C 5.406 1.403 -0.026 -0.1 0.0 0.2
C 5.735 1.245 1.462 0.1 0.0 -0.1
C -1.544 3.559 -1.714 0.2 -0.1 0.1
C -2.664 2.747 -1.904 0.1 -0.3 0.0
C -4.090 3.153 -2.114 0.1 -0.1 -0.3
C -4.550 3.009 -3.569 0.0 0.1 0.1
C -1.491 5.050 -1.814 0.1 -0.1 -0.2
C -1.293 5.501 -3.267 0.0 0.1 0.1
N -1.370 -1.049 -0.246 -1.7 -1.7 -0.1
C -5.692 -1.750 -0.907 0.0 -0.2 0.0
C -6.029 -2.168 -2.342 0.0 0.1 0.1
H 5.712 -4.614 -0.138 0.0 0.0 0.0
H 4.712 -3.566 -1.162 0.0 0.0 0.0
H 4.157 -5.188 -0.747 0.0 0.0 -0.1
H 4.591 -2.981 1.342 0.0 0.0 0.0
H 3.881 -4.560 1.614 0.1 0.0 0.0
H 0.264 -5.427 1.475 0.1 0.0 0.1
H 2.004 -5.727 1.496 0.0 0.0 0.0
H 0.208 -5.785 -0.986 0.0 -0.1 0.0
H 0.921 -7.206 -0.193 0.0 0.0 0.0
H 1.950 -6.015 -1.014 0.0 -0.1 0.0
H -1.236 -4.265 0.340 0.0 0.0 0.0
H -4.832 -4.076 -0.170 0.0 0.0 0.1
H -3.314 -4.479 0.626 0.0 0.0 0.0
H -3.815 -4.386 -2.400 0.0 0.0 0.0
H -3.576 -5.852 -1.433 0.0 0.0 0.0
H -2.246 -4.706 -1.673 0.0 -0.1 -0.1
H -2.931 -0.425 -2.790 0.0 -0.1 0.1
H 1.064 4.141 -1.261 0.0 0.0 0.1
H 4.302 -1.129 0.255 0.0 0.0 0.1
H 3.081 4.653 -1.310 0.1 0.0 -0.1
H 4.730 4.046 -1.189 0.0 0.0 0.0
H 2.967 4.641 1.246 0.0 0.0 0.0
H 4.148 5.790 0.573 0.0 0.0 0.0
H 4.680 4.254 1.266 0.0 0.0 0.0
H 5.912 2.294 -0.408 0.0 -0.1 -0.1
H 5.795 0.542 -0.580 0.0 0.0 0.0
H 5.332 2.084 2.031 0.0 0.0 0.0
H 6.816 1.201 1.615 0.0 0.0 0.0
H 5.288 0.339 1.867 0.0 0.0 0.1
H -4.217 4.188 -1.790 0.0 0.0 0.0
H -4.729 2.528 -1.484 0.0 0.1 0.1
H -3.877 3.547 -4.239 0.0 0.0 0.0
H -5.557 3.413 -3.695 0.0 -0.1 -0.1
H -4.553 1.960 -3.866 0.0 0.0 0.0
H -0.679 5.438 -1.196 0.0 0.0 0.0
H -2.418 5.484 -1.432 0.0 0.0 0.1
H -0.408 5.025 -3.693 0.0 0.0 0.0
H -1.168 6.584 -3.331 0.0 0.0 0.0
H -2.155 5.218 -3.872 0.0 0.0 0.0
H -6.163 -0.786 -0.703 0.0 0.0 0.1
H -6.114 -2.472 -0.205 0.0 0.0 0.0
H -5.576 -1.473 -3.050 0.0 0.0 -0.1
H -7.108 -2.168 -2.499 0.0 0.0 0.0
H -5.655 -3.169 -2.552 0.0 0.0 0.0
F -3.775 0.522 0.253 -0.1 0.0 0.1
S -1.937 -3.251 3.632 0.1 0.3 -0.1
C -0.224 -3.215 3.815 -0.2 -0.1 0.0
C 0.272 -2.047 3.332 0.1 -0.2 0.1
N -0.666 -1.185 2.834 -0.1 0.1 0.0
C -1.854 -1.664 2.920 -0.1 -0.4 0.3
H 0.299 -4.042 4.265 0.1 0.0 0.0
H 1.315 -1.755 3.315 0.1 0.0 0.0
H -2.747 -1.148 2.594 0.0 0.0 -0.1
C 4.540 0.722 5.932 0.0 -0.1 -0.1
O 3.588 1.270 5.033 0.0 0.0 0.1
C 3.197 0.544 3.947 -0.2 0.4 -0.1
S 3.791 -1.018 3.711 0.2 -0.4 0.1
S 2.124 1.345 2.940 0.1 -0.1 0.1
H 4.577 1.399 6.785 0.0 0.1 -0.1
H 5.522 0.656 5.458 0.0 0.0 0.0
H 4.251 -0.279 6.251 0.0 0.0 0.0
F -3.157 8.120 2.497 0.0 -0.1 0.0
C -3.838 7.138 1.869 -0.1 0.3 -0.1
F -5.082 7.135 2.396 0.1 -0.1 0.0
F -3.984 7.558 0.583 0.0 -0.1 0.1
C -3.162 5.812 1.950 0.0 -0.1 0.0
C -1.773 5.747 1.907 -0.1 0.1 0.0
C -1.143 4.520 1.868 0.0 -0.1 0.0
C -1.895 3.338 1.858 -0.1 0.2 -0.1
C -3.290 3.418 1.951 0.1 0.0 0.0
C -3.920 4.647 1.989 0.0 0.1 0.0
C -1.251 2.096 1.617 0.1 -0.3 0.2
C -0.707 1.074 1.244 -0.1 0.9 0.5
H -1.196 6.663 1.897 0.0 0.0 0.0
H -0.064 4.444 1.825 0.0 0.0 0.0
H -3.863 2.502 1.958 0.0 0.0 0.0
H -4.998 4.710 2.044 0.0 0.0 0.0
```
Forces are in eV/Å.

## Properties
charge = -1
spin multiplicity = 2
orbital gap (spin up / spin down) = 5.275 / 4.661 eV
<S²> = 0.983
calculated total energy = -131289.1682 eV

# 3
C28H61BrF9NO11S | wB97M-V/def2-TZVPD

Structure (XYZ):
```
112
Properties=species:S:1:pos:R:3:forces:R:3
C 0.353 4.670 -3.454 -0.3 0.0 1.2
C 0.857 4.915 -1.999 -0.1 0.1 -0.6
C 2.284 4.321 -1.767 -0.9 0.1 0.0
C 2.351 3.388 -0.501 0.9 0.6 -1.7
C 3.088 2.094 -0.936 -1.7 0.3 0.4
C 2.974 0.891 0.061 1.2 1.8 -0.3
C 2.615 1.282 1.510 -1.1 -0.3 0.4
C 1.088 1.502 1.802 0.6 1.1 1.0
C 0.817 2.927 2.416 -0.7 -0.6 -0.5
Br 0.538 0.233 3.225 -0.1 0.1 -0.7
O 4.263 0.235 0.012 -0.5 0.3 -0.2
C 5.204 0.780 0.876 0.1 0.7 -0.7
N 5.903 1.996 0.620 -0.7 -0.3 -1.0
O 5.467 0.175 1.838 0.4 -1.7 2.2
S 1.839 -0.432 -0.609 2.1 -3.4 0.9
O 2.633 -1.295 -1.436 0.3 1.2 -1.5
O 1.274 -1.230 0.432 -1.4 1.4 0.9
C 0.550 0.266 -1.764 -0.5 0.8 -0.5
F 1.103 0.272 -2.982 0.0 -0.3 -0.3
F 0.190 1.538 -1.511 0.0 0.1 0.6
C -0.745 -0.580 -1.838 0.1 -0.4 0.3
F -1.305 -0.766 -0.636 0.0 0.5 0.6
F -0.398 -1.790 -2.262 0.3 -0.4 -0.6
C -1.873 0.007 -2.758 -0.4 -0.5 0.0
F -1.465 0.924 -3.631 0.6 0.4 0.1
F -2.353 -1.017 -3.476 -0.2 -0.3 0.0
C -3.097 0.591 -1.983 -0.2 0.8 -1.5
F -3.834 1.231 -2.888 -0.2 0.4 -0.6
F -2.764 1.495 -1.082 0.5 0.0 0.6
F -3.880 -0.341 -1.503 0.1 -0.9 1.0
H 0.112 3.599 -3.526 0.3 0.2 -0.4
H 1.095 4.988 -4.192 -0.3 -0.2 0.0
H -0.603 5.200 -3.585 0.4 0.0 -0.2
H 0.099 4.455 -1.343 0.4 0.1 0.0
H 0.833 5.992 -1.775 0.1 -0.3 0.0
H 2.515 3.761 -2.688 0.2 0.0 0.4
H 3.007 5.146 -1.720 -0.1 -0.3 0.1
H 1.314 3.244 -0.192 0.4 -0.2 0.4
H 2.963 3.928 0.236 -0.6 -0.3 0.3
H 4.126 2.369 -1.130 -0.1 -0.4 0.2
H 2.682 1.827 -1.919 0.3 -0.1 0.3
H 2.958 0.542 2.244 0.1 -0.1 -0.6
H 3.116 2.217 1.803 0.1 -0.3 -0.5
H 0.432 1.388 0.935 0.2 -0.4 0.3
H -0.090 3.329 1.937 0.4 0.1 0.1
H 0.565 2.827 3.476 0.4 0.2 -0.2
H 1.645 3.623 2.250 -0.2 -0.2 0.1
H 5.303 2.785 0.857 0.3 0.0 0.0
H 6.169 2.049 -0.362 -0.2 0.2 0.1
C -0.097 -3.453 -5.488 -0.1 0.0 -0.1
C 1.232 -4.149 -5.713 0.0 0.2 0.4
O 2.311 -3.223 -5.608 0.1 0.0 -0.1
H -0.238 -2.652 -6.216 0.0 -0.1 -0.1
H -0.928 -4.156 -5.574 0.0 0.0 0.0
H -0.129 -2.995 -4.497 0.0 -0.1 0.0
H 1.271 -4.587 -6.710 0.1 0.1 0.0
H 1.380 -4.948 -4.980 -0.1 -0.1 -0.1
H 2.285 -2.845 -4.721 0.0 -0.1 -0.1
C -7.113 -2.640 0.379 -0.1 0.0 0.0
C -7.183 -2.171 -1.062 0.4 0.1 0.2
O -6.866 -0.786 -1.159 -0.2 0.1 -0.1
H -7.803 -2.068 1.002 0.0 -0.1 0.0
H -7.364 -3.699 0.459 0.0 0.0 0.0
H -6.111 -2.485 0.788 0.0 -0.1 0.0
H -8.188 -2.306 -1.460 0.0 0.1 -0.1
H -6.485 -2.738 -1.687 -0.1 -0.1 0.0
H -5.973 -0.668 -0.818 -0.1 0.0 0.0
C -4.266 0.778 1.612 -0.1 -0.1 0.4
C -5.742 1.067 1.827 0.2 0.1 -0.3
O -6.057 2.403 1.446 0.0 0.1 0.1
H -3.654 1.473 2.190 0.0 -0.1 0.1
H -4.019 -0.243 1.913 0.0 0.0 0.0
H -3.996 0.906 0.572 -0.1 -0.1 0.0
H -6.003 0.956 2.879 -0.1 0.1 0.0
H -6.363 0.380 1.245 0.0 -0.1 0.1
H -5.840 2.500 0.512 -0.1 0.0 0.1
C 5.261 -0.199 -4.769 0.0 0.0 -0.1
C 4.925 0.744 -3.631 -0.2 -0.3 -0.1
O 3.724 1.465 -3.907 0.1 0.2 -0.1
H 5.380 0.355 -5.701 0.1 0.0 0.0
H 6.184 -0.745 -4.564 0.0 0.0 0.0
H 4.456 -0.921 -4.923 0.1 -0.1 0.1
H 5.722 1.476 -3.492 -0.1 0.1 0.0
H 4.797 0.189 -2.694 0.1 0.0 0.0
H 3.018 0.819 -4.021 0.1 0.0 -0.1
C -2.407 0.440 6.790 -0.1 0.0 -0.1
C -1.071 -0.251 6.590 -0.1 0.3 0.4
O -0.004 0.689 6.698 0.1 -0.1 -0.1
H -2.542 1.230 6.049 0.0 -0.1 0.0
H -3.232 -0.270 6.702 0.0 0.0 0.0
H -2.455 0.911 7.775 0.0 -0.1 0.0
H -1.019 -0.700 5.598 0.1 0.1 0.0
H -0.925 -1.040 7.335 -0.1 -0.1 -0.1
H -0.049 1.078 7.579 0.0 0.0 -0.1
C 9.546 -0.944 1.734 0.1 0.0 0.0
C 9.289 -0.011 2.904 -0.4 -0.1 -0.1
O 8.133 0.783 2.672 0.3 -0.1 0.1
H 9.679 -0.372 0.814 0.1 0.0 0.0
H 10.438 -1.550 1.904 0.0 0.0 0.0
H 8.695 -1.611 1.579 0.0 -0.1 0.1
H 10.131 0.667 3.044 -0.1 0.1 0.0
H 9.148 -0.582 3.829 0.2 0.0 0.0
H 7.381 0.184 2.558 0.0 0.3 0.0
C -8.525 -6.275 2.804 0.0 0.0 -0.1
C -7.381 -5.414 3.308 -0.4 -0.1 0.3
O -7.882 -4.267 3.989 0.1 0.1 -0.1
H -9.165 -5.701 2.131 0.1 0.0 0.0
H -8.152 -7.152 2.272 0.0 0.0 0.0
H -9.151 -6.610 3.635 0.1 -0.1 0.0
H -6.772 -5.064 2.475 0.0 0.1 0.1
H -6.739 -5.981 3.991 0.1 -0.1 -0.1
H -8.414 -4.577 4.730 0.0 0.1 -0.1
```
Forces are in eV/Å.

## Properties
charge = 0
SMILES = CCCCC[C@](C[C@H](C)Br)(OC(N)=O)S(=O)(=O)C(F)(F)C(F)(F)C(F)(F)C(F)(F)F.CCO.CCO.CCO.CCO.CCO.CCO.CCO
orbital gap = 9.785 eV
calculated total energy = -159368.4390 eV

# 4
C5H7ClO | wB97M-V/def2-TZVPD

Structure (XYZ):
```
14
Properties=species:S:1:pos:R:3:forces:R:3
C -1.582 -0.736 -0.122 -2.2 -0.9 -1.1
C -0.476 -0.287 -0.175 4.8 1.2 0.1
C -3.043 -1.027 -0.367 1.8 1.1 0.6
C 1.720 1.151 1.061 1.4 0.4 -0.6
C 1.658 0.289 -0.193 -3.1 -1.2 1.3
O 1.890 0.863 -1.357 -0.1 1.8 2.3
Cl 2.433 -1.327 0.115 -0.4 1.1 -0.6
H -3.419 -1.251 0.603 -0.9 0.4 0.9
H -3.386 -0.033 -0.767 -0.5 -1.5 0.1
H -3.264 -1.955 -0.897 0.3 0.5 -0.7
H 1.477 2.219 0.875 -0.5 -0.9 0.0
H 1.126 0.642 1.806 -0.2 0.4 0.2
H 2.780 1.205 1.428 -0.7 -0.4 -0.4
H 2.085 0.248 -2.011 0.4 -2.0 -2.0
```
Forces are in eV/Å.

## Properties
charge = 0
orbital gap = 9.522 eV
calculated total energy = -19863.6630 eV

# 5
C24H16BCrF6IOS3 | wB97M-V/def2-TZVPD

Structure (XYZ):
```
53
Properties=species:S:1:pos:R:3:forces:R:3
Cr -0.609 -1.002 -0.418 1.5 1.5 -0.3
I -2.201 -2.725 -1.906 -0.6 0.9 0.1
C -3.829 -1.326 -1.646 0.2 -0.8 -0.3
C -5.055 -1.628 -2.178 0.7 -0.2 0.1
C -6.126 -0.752 -1.961 -0.2 0.3 0.1
C -5.941 0.380 -1.218 -0.1 -0.2 -0.1
C -4.672 0.718 -0.702 0.2 -0.3 -0.2
C -4.483 1.912 0.014 0.2 0.2 0.2
C -3.240 2.230 0.493 -0.7 0.1 -0.1
C -2.163 1.371 0.280 0.4 -0.3 -0.1
C -2.265 0.178 -0.409 0.1 0.0 0.2
C -3.555 -0.152 -0.918 -0.1 0.2 0.1
H -5.193 -2.532 -2.749 0.0 -0.1 -0.1
H -7.093 -0.983 -2.385 -0.1 0.0 0.0
H -6.770 1.041 -1.008 -0.1 0.1 -0.1
H -5.332 2.564 0.170 -0.1 0.1 0.0
H -3.085 3.145 1.049 0.0 0.1 0.0
H -1.201 1.645 0.684 0.1 0.0 0.0
F 0.848 -3.260 -2.880 -0.6 -0.8 -0.2
B 1.695 -2.182 -2.736 -0.2 0.1 0.2
F 2.739 -2.491 -1.910 0.7 -0.2 0.5
F 2.116 -1.679 -3.926 0.1 0.3 -0.7
F 0.886 -1.156 -2.058 -0.8 0.3 0.6
O 0.495 0.447 0.197 -1.6 -0.8 -0.5
C 1.798 0.537 0.612 0.9 -0.2 0.0
C 1.951 1.764 1.494 -0.3 0.1 0.0
C 2.850 2.783 1.417 0.0 -0.3 0.0
C 2.661 3.756 2.425 0.0 0.1 0.2
C 1.619 3.458 3.242 -0.3 -0.2 0.0
S 0.829 2.000 2.788 0.4 0.3 -0.1
C 2.736 0.679 -0.573 -0.1 0.1 -0.2
C 3.950 0.110 -0.801 -0.2 0.1 0.2
C 4.493 0.462 -2.058 0.1 0.1 -0.2
C 3.685 1.297 -2.756 -0.3 0.2 0.1
S 2.246 1.679 -1.895 0.4 -0.3 0.0
C 2.169 -0.706 1.398 0.2 -0.1 0.3
C 1.868 -1.991 1.063 0.1 0.4 -0.1
C 2.278 -2.930 2.035 0.0 -0.1 0.0
C 2.889 -2.346 3.095 0.1 0.4 0.0
S 2.974 -0.632 2.926 -0.2 -0.5 -0.3
H 3.635 2.830 0.682 0.0 -0.1 -0.2
H 3.274 4.635 2.520 0.1 0.2 0.1
H 1.258 4.011 4.086 -0.1 0.2 0.2
H 4.433 -0.557 -0.109 0.0 -0.2 0.1
H 5.433 0.086 -2.423 0.1 -0.1 -0.1
H 3.826 1.685 -3.745 0.1 0.1 -0.2
H 1.401 -2.273 0.127 0.1 -0.1 0.0
H 2.113 -3.989 1.931 0.0 -0.1 0.1
H 3.291 -2.803 3.977 0.1 -0.2 0.2
F -0.781 -1.028 2.373 -0.1 0.4 0.2
C -1.409 -1.635 1.317 -0.4 -0.4 0.7
F -0.959 -2.957 1.381 0.1 -0.5 -0.2
H -2.476 -1.689 1.594 0.2 0.2 -0.4
```
Forces are in eV/Å.

## Properties
charge = -1
spin multiplicity = 2
orbital gap (spin up / spin down) = 7.714 / 7.554 eV
<S²> = 0.765
calculated total energy = -113210.4983 eV